Molecular formula: C24H22N2S2Se2Sn
Method: DFT, the ωB97M-V functional and the def2-TZVPD basis

Last column: Löwdin charge in e.
Atoms and positions in Å:
Sn 1.601 0.029 -0.746  1.129
S -3.204 -4.392 -3.955  1.096
C -3.172 -4.248 -5.648  -0.373
C -2.383 -3.218 -6.060  -0.151
C -1.785 -2.538 -4.972  -0.109
C -2.131 -3.061 -3.754  -0.493
C -1.696 -2.628 -2.427  -0.165
C -0.738 -1.609 -2.294  -0.054
N -0.307 -1.168 -1.122  -0.074
C -0.798 -1.701 0.021  -0.169
C -1.734 -2.730 -0.002  -0.107
C -2.205 -3.271 1.249  0.022
C -1.769 -2.778 2.425  0.021
C -0.826 -1.688 2.468  -0.106
C -0.363 -1.117 3.660  0.098
C 0.532 -0.060 3.651  -0.163
C 0.945 0.399 2.389  -0.076
N 0.526 -0.132 1.251  -0.064
C -0.348 -1.165 1.269  -0.168
C 1.033 0.559 4.877  -0.488
C 0.774 0.191 6.167  -0.096
C 1.440 0.997 7.123  -0.145
C 2.198 1.966 6.542  -0.375
S 2.100 1.914 4.843  1.062
C -2.173 -3.182 -1.251  0.071
H -3.743 -4.932 -6.257  0.085
H -2.232 -2.959 -7.098  0.117
H -1.129 -1.687 -5.104  0.110
H -0.301 -1.153 -3.172  0.097
H -2.919 -4.085 1.222  0.134
H -2.125 -3.190 3.361  0.133
H -0.722 -1.514 4.602  0.137
H 1.637 1.228 2.306  0.066
H 0.130 -0.633 6.444  0.118
H 1.364 0.860 8.191  0.119
H 2.807 2.715 7.024  0.083
H -2.908 -3.979 -1.288  0.119
C 2.176 4.505 0.329  -0.325
Se 2.787 2.692 -0.037  0.843
C 3.233 2.901 -1.920  -0.543
C 2.055 3.140 -2.849  -0.498
Se 0.715 1.714 -2.931  0.888
C -0.835 2.736 -2.348  -0.329
H 3.057 5.131 0.435  0.043
H 1.617 4.483 1.260  0.035
H 1.539 4.860 -0.475  0.027
H 3.810 2.020 -2.195  0.067
H 3.906 3.755 -1.974  0.089
H 2.413 3.255 -3.871  0.082
H 1.498 4.036 -2.583  0.064
H -0.969 3.555 -3.049  0.046
H -0.684 3.103 -1.337  0.036
H -1.696 2.075 -2.390  0.037

Values from the calculation:
**Total charge**: +2
**HOMO**: -13.1298 eV
**Energy above the lowest of the compared OMol25 structures with the same formula, charge and spin**: 3.7 kcal/mol
**HOMO-LUMO gap**: 6.531 eV
**Calculated total energy**: -186406.8496 eV